The following is a DFT calculation (the ωB97M-V functional and the def2-TZVPD basis) of a molecular structure, C4H3FN2O at a distorted geometry.

```
11
Properties=species:S:1:pos:R:3:lowdin_charge:R:1
C -1.399 -1.061 -0.080 -0.014
C -0.164 -0.474 -0.031 -0.249
C 1.857 -0.676 0.000 -0.244
C 0.410 0.815 0.029 -0.368
H -1.903 0.774 0.787 0.296
H -1.494 -2.038 -0.203 0.090
H 2.771 -1.189 0.111 0.095
N 0.861 -1.465 -0.037 0.109
N 1.720 0.721 0.114 0.177
O -2.412 -0.129 0.072 -0.046
F -0.262 1.897 -0.147 0.155
```

Summary:
Electronic energy (eV): -11938.16467
HOMO energy (eV): -9.64
Kohn-Sham gap (hartree): 0.3199
ΔE to the lowest compared entry with this formula, charge and spin (kJ/mol): 389.1

***

The following is a DFT calculation (the ωB97M-V functional and the def2-TZVPD basis) of a molecular structure, C3H10N4O at a distorted geometry.

```
18
Properties=species:S:1:pos:R:3:lowdin_charge:R:1
C -1.873 0.484 0.693 -0.097
C -0.980 -1.365 -0.608 -0.135
C 0.702 0.333 0.091 -0.627
H -1.775 0.150 1.897 0.107
H -2.916 -0.152 0.050 0.130
H -2.445 1.859 0.502 0.175
H -2.007 -1.214 -1.003 0.055
H -1.090 -2.010 0.265 0.069
H -0.197 -1.766 -1.373 0.125
H 1.035 -1.197 1.210 0.175
H 3.575 0.677 0.051 0.219
H 3.008 -0.942 -0.968 0.149
H -0.356 2.382 -1.055 0.097
N -0.639 -0.043 -0.131 -0.191
N 1.495 -0.622 0.454 -0.098
N 2.888 -0.448 0.149 -0.101
N 1.231 1.385 0.108 0.086
O 0.343 2.489 -0.331 -0.138
```

Summary:
Electronic energy (eV): -11270.77407
HOMO energy (eV): -8.41
Kohn-Sham gap (hartree): 0.3281
ΔE to the lowest compared entry with this formula, charge and spin (kJ/mol): 1102.5

***

The following is a DFT calculation (the ωB97M-V functional and the def2-TZVPD basis) of 2 unconnected molecules or ions with the total composition C3H6INS2 at a distorted geometry.

```
13
Properties=species:S:1:pos:R:3:lowdin_charge:R:1
C 0.383 2.151 -0.182 -0.535
C 0.240 -0.495 0.942 -0.643
C -0.524 0.221 -0.134 -0.466
N -0.329 -0.297 -1.459 -0.564
S 1.666 2.191 0.739 0.661
S -0.112 -2.277 1.116 0.691
I -1.992 -0.946 -2.379 0.779
H -0.210 3.017 -0.530 0.017
H -0.008 0.071 1.826 0.058
H 1.382 -0.521 0.993 0.065
H -1.395 0.736 0.113 0.062
H 0.144 -1.174 -1.138 -0.024
H 0.753 -2.677 0.093 -0.101
```

Summary:
Electronic energy (eV): -34465.19716
HOMO energy (eV): -7.78
Kohn-Sham gap (hartree): 0.2757
ΔE to the lowest compared entry with this formula, charge and spin (kJ/mol): 253.5

***

The following is a DFT calculation (the ωB97M-V functional and the def2-TZVPD basis) of a molecular structure, C4H3Br at a distorted geometry.

```
8
Properties=species:S:1:pos:R:3:lowdin_charge:R:1
C 0.193 0.172 0.119 -0.228
C 0.846 2.030 0.688 -0.424
C -0.821 -0.355 -0.831 -0.170
C -0.179 -1.043 0.364 -0.052
Br 2.510 1.772 1.312 0.657
H -1.852 -0.030 -0.754 0.071
H -0.515 -0.611 -1.839 0.068
H -0.183 -1.936 0.941 0.078
```

Summary:
Electronic energy (eV): -74230.98870
HOMO energy (eV): -8.87
Kohn-Sham gap (hartree): 0.2773
ΔE to the lowest compared entry with this formula, charge and spin (kJ/mol): 482.6

***

The following is a DFT calculation (the ωB97M-V functional and the def2-TZVPD basis) of 4 unconnected molecules or ions with the total composition C22H47IN6O4 at a distorted geometry.

```
80
Properties=species:S:1:pos:R:3:lowdin_charge:R:1
C 11.093 2.673 -1.067 -0.135
C 11.073 3.774 -2.317 -0.229
N 9.727 3.892 -2.999 -0.166
C 9.398 2.696 -3.863 -0.183
C 7.839 2.196 -3.799 -0.154
C 7.184 2.148 -2.297 -0.284
C 5.779 1.248 -2.424 -0.115
N 4.627 0.667 -2.688 0.107
C 6.666 3.642 -1.751 -0.615
I 7.859 4.366 -0.033 0.861
C 5.106 3.498 -1.166 -0.205
N 3.949 3.253 -0.597 0.120
C 9.579 5.209 -3.727 -0.267
C 8.976 6.564 -2.954 -0.058
O 9.952 5.431 -5.018 -0.054
H 11.747 1.740 -1.424 0.085
H 11.580 3.172 -0.110 0.088
H 10.028 2.242 -0.825 0.025
H 11.948 3.568 -3.093 0.140
H 11.285 4.826 -1.793 0.130
H 10.083 1.784 -3.512 0.139
H 9.657 2.839 -5.013 0.139
H 7.836 1.070 -4.198 0.138
H 7.199 2.807 -4.581 0.137
H 7.858 1.618 -1.485 0.128
H 6.599 4.416 -2.633 0.099
H 9.584 7.478 -3.422 0.101
H 9.203 6.576 -1.806 0.034
H 7.852 6.725 -3.239 0.090
C 1.413 1.236 -1.039 -0.128
O 0.811 0.700 0.129 -0.196
C 0.000 1.628 0.856 -0.198
C -1.431 1.799 0.292 -0.429
C -1.491 2.660 -0.967 -0.079
N -2.059 0.500 0.014 0.042
H 1.685 2.289 -0.919 0.052
H 0.747 1.108 -1.894 0.072
H 2.324 0.665 -1.244 0.060
H -0.085 1.215 1.867 0.118
H 0.511 2.593 0.957 0.117
H -2.025 2.310 1.060 0.132
H -1.146 2.130 -1.858 0.063
H -2.523 2.972 -1.164 0.073
H -0.888 3.567 -0.852 0.077
H -2.103 -0.035 0.883 0.059
H -1.406 -0.036 -0.565 0.074
C -3.732 -2.431 3.176 -0.103
O -3.911 -1.291 2.351 -0.208
C -5.185 -1.225 1.701 -0.193
C -6.322 -0.665 2.587 -0.428
C -6.845 -1.666 3.614 -0.070
N -5.908 0.562 3.284 0.035
H -4.237 -3.316 2.776 0.091
H -4.080 -2.217 4.188 0.073
H -2.660 -2.642 3.236 0.089
H -5.048 -0.540 0.857 0.118
H -5.451 -2.198 1.271 0.112
H -7.160 -0.416 1.925 0.134
H -6.170 -1.790 4.464 0.066
H -7.806 -1.329 4.018 0.078
H -7.005 -2.649 3.157 0.064
H -5.651 1.262 2.587 0.072
H -5.024 0.358 3.759 0.071
C -8.424 -4.436 1.032 -0.111
O -7.647 -5.322 1.823 -0.205
C -8.398 -6.064 2.790 -0.198
C -9.104 -7.317 2.221 -0.431
C -10.364 -6.996 1.420 -0.076
N -8.195 -8.115 1.385 0.033
H -9.256 -4.001 1.593 0.093
H -8.789 -4.954 0.143 0.075
H -7.772 -3.624 0.694 0.079
H -7.668 -6.399 3.535 0.120
H -9.102 -5.410 3.319 0.118
H -9.414 -7.933 3.074 0.134
H -10.142 -6.603 0.425 0.064
H -10.963 -7.902 1.276 0.077
H -10.988 -6.266 1.946 0.078
H -7.401 -8.407 1.954 0.072
H -7.778 -7.479 0.698 0.072
```

Summary:
SMILES: CCN(CC[C@H](C#N)[C@H](I)C#N)C(C)=O.COC[C@@H](C)N.COC[C@@H](C)N.COC[C@@H](C)N
Electronic energy (eV): -48796.83085
HOMO energy (eV): -8.68
Kohn-Sham gap (hartree): 0.2822

***

The following is a DFT calculation (the ωB97M-V functional and the def2-TZVPD basis) of 17 unconnected molecules or ions with the total composition C75H187N9O17 at a distorted geometry.

```
288
Properties=species:S:1:pos:R:3:lowdin_charge:R:1
C 1.966 -3.449 5.748 -0.061
C 0.860 -2.433 5.833 -0.421
C 0.139 -2.490 7.265 -0.145
O -0.584 -3.738 7.329 -0.211
C -1.063 -4.049 8.613 -0.119
N 1.423 -1.119 5.565 0.060
H 2.294 -3.551 4.714 0.053
H 1.648 -4.420 6.129 0.083
H 2.769 -3.142 6.418 0.085
H 0.186 -2.716 5.025 0.106
H -0.585 -1.679 7.350 0.100
H 0.820 -2.422 8.113 0.121
H -1.629 -4.979 8.662 0.089
H -1.676 -3.217 8.961 0.082
H -0.204 -4.094 9.282 0.082
H 1.639 -1.140 4.578 0.046
H 0.866 -0.289 5.710 0.046
C 0.637 4.698 1.637 -0.050
C 0.543 3.949 2.981 -0.382
C 1.764 2.999 3.220 -0.166
O 1.894 1.903 2.325 -0.250
C 2.992 1.007 2.588 -0.051
N 0.393 5.009 3.990 0.063
H 1.467 5.405 1.648 0.082
H -0.228 5.308 1.377 0.058
H 0.905 3.986 0.856 0.049
H -0.335 3.304 2.939 0.114
H 1.641 2.658 4.248 0.114
H 2.673 3.596 3.140 0.121
H 3.912 1.588 2.525 0.085
H 3.032 0.249 1.806 0.060
H 2.850 0.465 3.523 0.087
H 0.178 4.572 4.875 0.054
H 1.269 5.507 4.060 0.089
C -3.320 8.683 0.603 -0.035
C -3.271 7.622 -0.528 -0.381
C -3.456 8.180 -2.004 -0.199
O -4.484 9.121 -2.081 -0.180
C -5.844 8.706 -1.754 -0.071
N -2.103 6.747 -0.501 0.054
H -2.881 9.602 0.214 0.077
H -2.909 8.372 1.563 0.074
H -4.312 9.107 0.764 0.066
H -4.153 6.995 -0.396 0.097
H -3.493 7.469 -2.829 0.121
H -2.551 8.722 -2.279 0.115
H -6.058 7.766 -2.261 0.080
H -6.554 9.368 -2.250 0.084
H -6.192 8.637 -0.723 0.080
H -1.852 6.399 0.414 0.065
H -1.323 7.335 -0.759 0.082
C 7.454 2.969 -1.817 -0.061
C 7.128 3.400 -0.355 -0.447
C 5.678 3.130 0.041 -0.185
O 4.723 3.863 -0.768 -0.164
C 3.380 3.490 -0.463 -0.099
N 8.098 2.722 0.445 0.030
H 7.501 1.885 -1.921 0.065
H 8.394 3.386 -2.178 0.073
H 6.623 3.232 -2.472 0.064
H 7.287 4.478 -0.397 0.132
H 5.576 3.313 1.110 0.114
H 5.477 2.059 0.027 0.115
H 3.172 2.529 -0.933 0.080
H 2.706 4.219 -0.913 0.079
H 3.100 3.338 0.579 0.060
H 7.834 2.885 1.406 0.068
H 9.034 3.077 0.312 0.081
C -5.248 3.840 -2.714 -0.032
C -5.112 4.396 -1.314 -0.442
C -6.378 4.392 -0.485 -0.171
O -7.314 5.406 -0.950 -0.187
C -8.366 5.769 0.004 -0.086
N -4.031 3.648 -0.677 0.069
H -4.424 4.047 -3.397 0.075
H -6.141 4.210 -3.218 0.081
H -5.367 2.774 -2.523 0.071
H -4.739 5.419 -1.299 0.102
H -6.176 4.454 0.585 0.111
H -6.866 3.417 -0.510 0.113
H -8.936 6.611 -0.391 0.075
H -8.035 6.121 0.980 0.079
H -9.166 5.035 0.100 0.080
H -3.878 4.212 0.148 0.062
H -3.259 3.865 -1.290 0.030
C -1.475 1.791 0.401 -0.047
C -0.832 0.404 0.474 -0.382
C 0.207 0.179 -0.669 -0.202
O 0.830 -1.033 -0.524 -0.205
C 1.668 -1.363 -1.616 -0.078
N -0.275 0.264 1.799 0.086
H -2.056 1.988 1.302 0.069
H -2.146 1.758 -0.458 0.065
H -0.782 2.615 0.233 0.064
H -1.579 -0.381 0.358 0.113
H 0.991 0.935 -0.630 0.120
H -0.261 0.246 -1.651 0.122
H 1.117 -1.546 -2.538 0.077
H 2.245 -2.254 -1.372 0.064
H 2.441 -0.629 -1.846 0.087
H 0.522 0.878 1.881 0.041
H 0.105 -0.661 1.939 0.049
C -1.248 -2.041 -4.960 -0.029
C -2.075 -3.257 -4.443 -0.452
C -1.654 -3.589 -2.974 -0.122
C -2.314 -2.852 -1.859 -0.173
C -3.853 -2.671 -2.064 -0.120
C -4.242 -2.198 -3.469 -0.507
N -3.565 -3.021 -4.498 -0.068
O -4.145 -2.859 -5.843 -0.008
C -5.748 -2.529 -3.581 -0.037
C -3.994 -0.697 -3.611 -0.020
C -1.704 -4.472 -5.291 -0.041
H -0.168 -2.159 -4.877 0.069
H -1.472 -1.088 -4.479 0.061
H -1.460 -1.837 -6.010 0.076
H -1.622 -4.659 -2.773 0.121
H -0.666 -3.154 -2.819 0.098
H -1.966 -1.835 -1.680 0.093
H -2.116 -3.358 -0.914 0.097
H -4.255 -2.023 -1.285 0.096
H -4.235 -3.674 -1.879 0.109
H -6.177 -2.065 -4.469 0.080
H -5.854 -3.612 -3.653 0.088
H -6.356 -2.276 -2.712 0.073
H -4.057 -0.382 -4.653 0.079
H -4.839 -0.171 -3.167 0.074
H -3.032 -0.382 -3.206 0.069
H -2.223 -5.322 -4.848 0.089
H -0.655 -4.766 -5.290 0.067
H -1.831 -4.314 -6.362 0.082
H -3.793 -2.006 -6.111 0.067
C 2.380 -9.708 -1.898 -0.037
C 3.041 -8.262 -1.677 -0.423
C 4.545 -8.574 -2.125 -0.162
C 5.297 -7.345 -2.454 -0.192
C 4.446 -6.513 -3.452 -0.115
C 3.084 -6.061 -2.917 -0.477
N 2.375 -7.289 -2.558 -0.124
O 1.055 -7.053 -2.221 -0.010
C 3.125 -4.924 -1.868 -0.029
C 2.274 -5.473 -4.113 -0.031
C 3.088 -7.931 -0.162 -0.025
H 2.374 -10.167 -2.886 0.075
H 1.340 -9.630 -1.581 0.067
H 2.884 -10.410 -1.234 0.074
H 5.076 -9.057 -1.304 0.119
H 4.642 -9.265 -2.962 0.115
H 6.286 -7.501 -2.885 0.114
H 5.484 -6.808 -1.524 0.098
H 4.248 -7.102 -4.347 0.121
H 5.043 -5.658 -3.769 0.103
H 3.368 -3.973 -2.342 0.059
H 2.102 -4.755 -1.529 0.076
H 3.730 -5.133 -0.986 0.045
H 1.271 -5.213 -3.774 0.062
H 2.746 -4.621 -4.603 0.070
H 2.114 -6.191 -4.917 0.086
H 3.206 -8.759 0.536 0.084
H 2.197 -7.383 0.146 0.071
H 3.913 -7.234 -0.015 0.065
H 0.545 -7.492 -2.907 0.110
C 2.189 1.139 -5.063 -0.020
C 3.534 0.421 -5.467 -0.470
C 4.605 1.448 -5.268 -0.172
C 6.055 1.018 -5.516 -0.158
C 6.273 -0.221 -4.627 -0.136
C 5.251 -1.406 -4.824 -0.449
N 3.936 -0.764 -4.672 -0.099
O 2.880 -1.684 -4.597 -0.026
C 5.612 -2.178 -6.109 -0.016
C 5.537 -2.305 -3.536 -0.017
C 3.413 0.111 -7.014 -0.019
H 1.388 0.401 -5.116 0.073
H 1.976 1.982 -5.719 0.080
H 2.245 1.535 -4.049 0.070
H 4.362 2.235 -5.981 0.124
H 4.538 1.837 -4.252 0.117
H 6.770 1.803 -5.270 0.107
H 6.197 0.882 -6.588 0.099
H 6.069 0.157 -3.626 0.104
H 7.294 -0.590 -4.524 0.115
H 6.555 -2.717 -6.019 0.093
H 4.906 -2.981 -6.319 0.073
H 5.528 -1.507 -6.964 0.063
H 5.005 -1.927 -2.663 0.067
H 5.205 -3.331 -3.692 0.053
H 6.577 -2.318 -3.209 0.081
H 2.772 0.829 -7.527 0.080
H 3.008 -0.899 -7.072 0.072
H 4.297 0.010 -7.644 0.064
H 3.009 -2.214 -5.388 0.069
C -0.557 2.109 8.477 -0.065
C 0.336 2.990 7.711 -0.519
C 1.701 2.347 7.623 -0.053
O -0.199 3.112 6.436 -0.067
H -0.145 1.936 9.471 0.085
H -0.568 1.103 8.056 0.073
H -1.593 2.440 8.540 0.091
H 0.466 3.991 8.121 0.148
H 1.732 1.466 6.982 0.068
H 2.063 2.182 8.637 0.082
H 2.432 3.038 7.202 0.077
H -0.426 2.246 6.090 0.042
C -0.201 6.165 -3.073 -0.045
C -0.911 4.793 -3.284 -0.452
C 0.155 3.697 -3.380 -0.054
O -1.641 4.533 -2.112 -0.106
H 0.531 6.079 -2.270 0.080
H -0.860 7.007 -2.864 0.049
H 0.326 6.353 -4.009 0.079
H -1.589 4.841 -4.136 0.133
H -0.341 2.745 -3.571 0.075
H 0.804 3.603 -2.510 0.070
H 0.754 3.814 -4.283 0.070
H -1.863 5.362 -1.684 0.008
C -3.156 4.210 4.202 -0.060
C -3.247 5.446 3.357 -0.475
C -4.654 6.117 3.328 -0.031
O -2.303 6.331 3.960 -0.074
H -3.785 3.488 3.681 0.077
H -3.592 4.404 5.182 0.096
H -2.182 3.731 4.307 0.059
H -2.945 5.211 2.336 0.108
H -4.847 6.894 2.588 0.057
H -4.986 6.502 4.292 0.081
H -5.365 5.331 3.075 0.064
H -1.421 5.957 3.901 0.022
C -2.395 -0.857 4.384 -0.053
C -2.493 0.654 4.522 -0.478
C -3.088 1.056 5.847 -0.037
O -1.193 1.224 4.578 -0.090
H -1.805 -1.228 5.222 0.063
H -2.019 -1.265 3.446 0.072
H -3.331 -1.347 4.656 0.075
H -3.025 1.034 3.650 0.119
H -2.564 0.487 6.615 0.077
H -4.106 0.671 5.793 0.087
H -3.122 2.132 6.019 0.071
H -0.850 1.116 3.687 0.039
C 5.118 -3.524 0.064 -0.055
C 5.961 -2.277 0.363 -0.523
C 5.086 -1.267 1.085 -0.054
O 7.059 -2.595 1.130 -0.022
H 4.882 -3.908 1.056 0.084
H 5.698 -4.186 -0.579 0.087
H 4.256 -3.133 -0.476 0.048
H 6.353 -1.837 -0.554 0.124
H 5.778 -0.519 1.472 0.078
H 4.468 -1.680 1.882 0.084
H 4.469 -0.686 0.400 0.069
H 7.554 -1.788 1.290 0.093
C -6.119 0.338 -0.265 -0.051
C -5.702 0.297 1.170 -0.507
C -4.456 -0.543 1.421 -0.030
O -5.605 1.620 1.614 -0.046
H -5.330 0.812 -0.849 0.066
H -7.024 0.945 -0.310 0.085
H -6.168 -0.657 -0.707 0.066
H -6.469 -0.147 1.804 0.140
H -4.297 -0.656 2.493 0.055
H -3.553 -0.030 1.088 0.065
H -4.564 -1.585 1.120 0.067
H -5.015 2.077 1.010 0.046
C -0.031 -3.816 1.054 -0.030
C 0.991 -3.552 2.184 -0.430
C 2.301 -4.268 1.930 -0.053
O 1.382 -2.192 2.070 -0.099
H 0.402 -3.611 0.075 0.068
H -1.003 -3.328 1.136 0.061
H -0.299 -4.870 1.114 0.084
H 0.603 -3.710 3.191 0.122
H 2.166 -5.349 1.922 0.083
H 3.032 -4.031 2.704 0.075
H 2.679 -4.023 0.937 0.051
H 1.600 -2.013 1.152 0.053
C -3.982 -4.420 2.982 -0.022
C -5.053 -5.314 2.275 -0.534
C -5.578 -4.934 0.952 -0.053
O -4.471 -6.530 2.132 -0.044
H -4.373 -3.465 3.330 0.064
H -3.122 -4.183 2.355 0.070
H -3.670 -4.987 3.859 0.076
H -5.878 -5.554 2.946 0.134
H -4.913 -5.156 0.117 0.079
H -5.758 -3.862 0.871 0.069
H -6.522 -5.392 0.657 0.085
H -3.911 -6.665 2.900 0.084
```

Summary:
Electronic energy (eV): -129016.83125
HOMO energy (eV): -8.36
Kohn-Sham gap (hartree): 0.3229